Density functional theory data (ωB97M-V with the def2-TZVPD basis set) for 15 unconnected molecules or ions with the total composition C35H85N10O25.

```
155
Properties=species:S:1:pos:R:3:forces:R:3
C 0.6119 0.4659 0.3748 -0.6 0.7 -0.2
C -0.7210 -0.0357 0.8509 -0.5 0.3 3.0
O -1.1231 -0.1588 2.0030 1.1 0.3 -3.6
N -1.6479 -0.4613 -0.2746 -0.7 -1.3 0.6
H -2.1593 0.3074 -0.6840 -0.5 0.9 0.1
H -1.0947 -0.7703 -1.0610 0.5 -0.6 -0.4
C -2.6251 -1.5529 0.2133 0.6 0.5 -0.2
H 1.3429 -0.3422 0.3991 0.1 0.1 0.1
H 0.9124 1.3332 0.9628 0.1 -0.4 0.5
H 0.5527 0.8748 -0.6338 -0.1 -0.4 -0.2
H -3.2303 -1.0849 0.9897 0.0 -0.2 -0.2
H -1.9901 -2.3349 0.6297 -0.3 0.0 0.0
H -3.2145 -1.9339 -0.6207 0.1 0.2 0.0
C -4.5693 -2.2057 -7.1287 0.2 0.1 -0.4
C -5.0263 -1.1096 -8.0627 -2.1 -0.6 0.9
O -6.1669 -0.7552 -8.1438 2.4 0.2 -0.7
N -3.9002 -0.4110 -8.9347 -0.8 0.9 -0.2
H -2.9911 -0.5882 -8.5319 0.5 0.0 0.5
H -3.8682 -0.8514 -9.8431 -0.2 -0.4 -0.5
C -4.1819 1.0861 -9.1073 0.0 -0.3 0.2
H -4.0333 -1.7759 -6.2825 0.2 0.1 -0.1
H -3.9367 -2.9504 -7.6119 0.2 0.1 -0.1
H -5.4479 -2.7154 -6.7332 0.0 0.2 -0.2
H -4.1893 1.4539 -8.0812 -0.6 0.4 -0.3
H -5.0904 1.1959 -9.6995 -0.3 -0.1 0.7
H -3.4501 1.6538 -9.6820 0.6 -0.7 0.1
C 4.4588 2.9495 -9.9083 0.2 0.6 -0.2
C 3.0390 3.4525 -9.6776 0.3 -1.4 -2.2
O 2.0888 3.1423 -10.3354 1.2 1.2 2.1
N 2.9445 4.5456 -8.5473 -0.2 -1.3 -1.0
H 3.8711 4.7977 -8.2341 0.5 -0.4 0.3
H 2.6491 5.3751 -9.0420 -1.0 0.5 0.1
C 2.0738 4.0633 -7.4137 0.0 1.0 -0.1
H 5.2214 3.6048 -9.4874 -0.1 -0.1 0.4
H 4.6936 2.9668 -10.9725 -0.5 0.0 -0.2
H 4.6359 1.9128 -9.6220 -0.4 0.0 0.4
H 1.0408 4.0129 -7.7579 0.2 0.0 0.0
H 2.2164 4.8410 -6.6634 -0.4 -0.4 0.3
H 2.4170 3.0864 -7.0732 0.1 0.1 -0.1
C 6.0560 -2.6755 8.6014 0.7 -0.4 -0.9
C 5.3761 -1.3619 8.8199 3.2 1.7 3.9
O 5.8133 -0.5624 9.6589 -2.9 -2.2 -3.8
N 4.1220 -1.0901 7.9695 0.1 1.5 0.3
H 3.8188 -1.9375 7.5112 0.3 -0.4 -0.6
H 3.3204 -0.8501 8.5353 -0.1 0.2 1.0
C 4.2768 0.0925 7.0021 0.2 -0.6 -0.9
H 6.2323 -2.9136 7.5524 -0.8 -0.1 -0.3
H 5.5962 -3.5138 9.1249 -0.4 0.1 -0.1
H 7.0976 -2.6743 8.9227 -0.2 0.6 0.7
H 4.8706 -0.2995 6.1764 0.1 0.3 0.0
H 4.7478 0.9740 7.4370 0.1 -0.5 0.5
H 3.2976 0.3843 6.6226 0.0 -0.2 0.2
C -10.4941 -6.0080 -1.4686 -0.8 -0.7 0.1
C -10.1784 -4.7981 -0.6186 2.3 0.4 -2.7
O -9.5178 -3.8702 -1.0255 -1.9 -1.6 2.0
N -10.7088 -4.8425 0.8256 -0.7 1.5 -0.4
H -11.5819 -5.3484 0.7831 -0.9 0.1 -0.2
H -10.1683 -5.4989 1.3707 0.9 0.1 0.4
C -10.9074 -3.4311 1.4312 0.6 -0.4 0.5
H -9.7384 -6.7832 -1.5954 0.9 0.6 0.3
H -10.7194 -5.6977 -2.4890 0.0 0.3 0.1
H -11.2958 -6.6559 -1.1143 -0.5 0.5 0.2
H -11.8030 -3.3854 2.0507 -0.1 -0.3 -0.3
H -10.9248 -2.6811 0.6405 -0.1 -0.4 -0.1
H -10.0634 -3.2152 2.0864 0.0 -0.1 -0.2
C -4.2268 -3.8099 7.8099 -0.6 -0.6 0.1
C -5.0323 -5.0081 7.2054 2.1 1.7 -2.8
O -5.0484 -5.2364 6.0107 -0.7 -0.3 3.5
N -5.7718 -5.8359 8.2470 -0.3 -0.1 -1.3
H -5.7759 -5.2662 9.0810 -0.3 -0.1 0.6
H -6.7174 -5.9693 7.9181 -0.6 0.4 -0.2
C -5.2538 -7.2530 8.5104 1.3 1.7 0.2
H -4.0012 -3.0334 7.0789 -0.5 -0.3 -0.3
H -3.2415 -4.0799 8.1899 -0.1 -0.6 0.1
H -4.7577 -3.3590 8.6483 -0.1 0.0 0.0
H -4.5087 -6.9917 9.2618 -0.1 -1.2 0.4
H -4.6890 -7.5211 7.6175 -0.6 -0.6 0.0
H -6.1036 -7.8518 8.8379 0.5 -0.2 -0.1
C 8.1949 0.7539 -3.5158 -0.7 1.4 0.4
C 7.9040 2.0999 -2.9386 -4.7 0.5 0.6
O 6.7602 2.5582 -2.7439 5.3 -0.8 -0.4
N 9.1856 2.9357 -2.6933 -1.4 0.4 1.4
H 9.9617 2.5126 -3.1820 0.5 -0.4 0.1
H 9.0471 3.8402 -3.1208 -0.2 0.5 -0.1
C 9.4803 3.1407 -1.1740 -0.2 -0.4 -0.1
H 8.5076 1.0927 -4.5035 0.8 -0.8 -0.4
H 7.2326 0.2593 -3.6480 0.3 -0.3 0.3
H 8.9133 0.2336 -2.8824 0.2 -0.3 -0.5
H 10.2182 2.3799 -0.9194 0.2 0.5 0.1
H 8.6068 2.9748 -0.5435 -0.3 -0.4 -0.6
H 9.7264 4.1820 -0.9663 0.7 -0.3 -0.4
C 4.7482 11.1268 -0.7115 -0.3 -0.9 -0.3
C 4.7844 9.9359 0.1615 4.2 0.7 1.4
O 5.8036 9.5556 0.7210 -3.7 -0.1 -1.2
N 3.4936 9.1330 0.2841 1.5 -1.0 0.2
H 3.5510 8.7389 1.2123 0.1 -0.5 0.7
H 2.5795 9.5613 0.2513 -0.1 1.0 -0.3
C 3.5377 8.0193 -0.7376 -0.5 0.3 0.1
H 5.7470 11.5451 -0.8361 -0.3 0.3 0.7
H 3.9595 11.7624 -0.3091 0.1 0.5 -0.6
H 4.5494 10.6965 -1.6930 -0.7 0.5 -0.4
H 2.6053 7.5014 -0.5128 0.3 -0.6 -0.6
H 4.4466 7.4246 -0.6466 -0.3 0.0 0.5
H 3.5491 8.4740 -1.7281 -0.3 0.0 0.1
C 3.6063 -6.2307 -0.7501 -0.6 0.0 1.3
C 3.1962 -6.5570 0.6895 -2.6 -0.7 -0.5
O 2.0908 -6.8341 1.1245 2.8 0.9 -0.9
N 4.3167 -6.6304 1.6618 1.3 0.0 0.6
H 4.9890 -5.8796 1.5953 0.9 0.4 -1.4
H 4.0244 -6.3667 2.5919 -1.0 -1.0 0.7
C 5.0464 -7.9856 1.6215 -0.2 0.6 -0.4
H 2.7015 -5.8086 -1.1876 0.3 0.0 -0.3
H 3.8868 -7.1409 -1.2802 -0.1 -0.1 0.0
H 4.4557 -5.5478 -0.7638 -0.1 0.1 -0.1
H 5.3762 -8.2002 0.6051 -0.2 0.4 -0.1
H 4.2997 -8.7328 1.8903 0.5 0.0 0.5
H 5.9552 -7.8556 2.2091 -0.4 -0.5 0.4
C -7.1503 3.8404 5.5645 0.2 1.0 0.0
C -6.0933 3.8289 4.5221 1.7 -3.3 -1.2
O -5.8962 3.0166 3.6489 -0.3 2.6 1.8
N -4.9586 4.8970 4.8665 -1.1 0.9 -2.4
H -5.5416 5.5658 5.3491 0.5 0.6 0.8
H -4.2638 4.4932 5.4783 0.3 -0.1 0.3
C -4.3449 5.7027 3.6426 -1.1 -0.3 1.0
H -7.7527 4.7218 5.3445 -0.7 -0.2 -0.1
H -6.7331 4.1300 6.5289 0.2 -0.4 0.2
H -7.7090 2.9074 5.6384 0.0 0.3 -0.3
H -5.2036 5.8856 2.9965 0.3 -0.5 -0.4
H -3.5084 5.1614 3.2006 -0.4 0.1 0.1
H -4.1103 6.7056 3.9994 0.6 -0.3 0.3
O 1.6351 6.9316 7.3431 -1.3 0.0 1.5
C 2.2049 6.9826 6.1485 3.9 0.7 -2.9
O 1.9189 6.1787 5.2569 -3.3 -3.1 -1.0
O 3.1512 7.7294 5.9114 0.8 2.4 1.7
H 0.9686 6.2586 7.1869 -0.3 -0.2 0.3
O -4.7138 -7.5958 -2.3735 -2.3 2.6 2.0
C -4.0415 -8.4624 -3.0685 4.4 -3.6 -4.0
O -4.2371 -9.6767 -2.8423 -1.4 -0.5 1.3
O -3.2141 -8.0937 -3.9208 0.0 1.7 0.1
H -5.2988 -8.2594 -2.0009 -0.7 0.1 0.9
O 2.4892 -3.2780 -6.1629 -0.1 0.1 -0.5
C 1.4371 -2.4151 -6.2282 -2.3 2.4 1.6
O 1.1389 -1.7345 -5.2221 1.0 -0.2 1.3
O 0.7832 -2.3115 -7.2792 0.5 -0.9 -1.7
H 2.3957 -3.5333 -7.0836 0.8 -1.0 -0.5
O 9.4243 -1.7186 1.6966 0.1 1.0 0.6
C 8.4003 -2.5026 1.3241 1.1 -5.2 -3.8
O 8.5918 -3.4514 0.5335 2.2 0.2 -1.0
O 7.2934 -2.4004 1.7737 -4.5 3.1 3.7
H 8.9176 -1.2747 2.3806 0.6 0.9 0.6
O -2.7777 4.9058 -3.0016 5.2 1.7 2.0
C -3.9473 4.4993 -3.3089 -4.5 -0.9 -2.5
O -4.2878 3.3667 -3.0661 0.1 -4.1 1.9
O -4.6519 5.2808 -3.9437 -0.9 2.6 -1.0
H -2.8606 5.8254 -3.2644 0.4 0.5 -0.1
```
Positions in Å, forces in eV/Å.

## Properties
ΔE to the lowest compared entry with this formula, charge and spin in kJ/mol: 1478.62
Kohn-Sham gap in eV: 1.3
Net charge: +5
HOMO energy in eV: -10.47
2S+1: 1
DFT total energy in a.u.: -3810.811210
LUMO energy in eV: -9.22